{
  "formula": "C3H4",
  "method": "ωB97M-V with the def2-TZVPD basis set",
  "de_lowest_kj_mol": 176.0,
  "e_homo_ev": -9.345,
  "homo_lumo_gap_ev": 10.71,
  "multiplicity": 1,
  "elements": ["C", "C", "C", "H", "H", "H", "H"],
  "xyz": [[-0.7435, -0.6636, -0.0015], [-0.6089, 0.6321, 0.0074], [0.6728, -0.0810, 0.0255], [-1.3353, -1.4721, 0.1276], [-1.0552, 1.8147, 0.0525], [1.0871, -0.2592, 1.0473], [1.4158, -0.3216, -0.8646]]
}

---

{
  "formula": "C32H47CuN7OSSi3",
  "method": "ωB97M-V with the def2-TZVPD basis set",
  "s2": 0.77,
  "de_lowest_kj_mol": 382.0,
  "e_homo_ev": [-5.438, -6.547],
  "homo_lumo_gap_ev": [5.74, 6.84],
  "multiplicity": 2,
  "elements": ["Cu", "C", "C", "N", "N", "C", "O", "C", "C", "C", "C", "C", "C", "C", "C", "C", "C", "C", "N", "H", "H", "H", "H", "H", "H", "H", "H", "H", "H", "H", "H", "C", "Si", "C", "C", "C", "Si", "C", "C", "C", "Si", "C", "C", "C", "C", "C", "C", "C", "N", "H", "H", "H", "H", "H", "H", "H", "H", "H", "H", "H", "H", "H", "H", "H", "H", "H", "H", "H", "H", "H", "H", "H", "H", "H", "H", "H", "H", "C", "C", "C", "N", "N", "C", "N", "S", "H", "H", "H", "H", "H", "H", "H"],
  "xyz": [[0.2035, 0.9179, -0.7094], [-3.1018, 2.9867, 1.4982], [-2.2057, 2.3683, 0.4626], [-1.6108, 1.1711, 0.6278], [-1.7189, 0.5941, 1.9384], [-2.0821, -0.8494, 1.7810], [-1.0149, -1.5220, 1.1206], [-2.4981, -1.4839, 3.0171], [-2.9489, -0.7828, 4.1486], [-3.4420, -1.4467, 5.2644], [-3.4859, -2.8288, 5.3102], [-3.0313, -3.5421, 4.2043], [-2.5530, -2.8912, 3.0860], [-1.9707, 2.9838, -0.7905], [-2.7155, 4.0943, -1.2788], [-2.4334, 4.6233, -2.5066], [-1.4012, 4.0665, -3.2836], [-0.7178, 2.9914, -2.7581], [-0.9700, 2.4462, -1.5669], [-2.6266, 3.0043, 2.4842], [-3.3179, 4.0244, 1.2616], [-4.0582, 2.4600, 1.5981], [-2.9173, 0.3015, 4.1883], [-3.7834, -0.8655, 6.1126], [-3.8644, -3.3420, 6.1837], [-3.0561, -4.6252, 4.2137], [-2.2340, -3.4679, 2.2271], [-3.5219, 4.5066, -0.6890], [-3.0058, 5.4644, -2.8771], [-1.1388, 4.4625, -4.2537], [0.0969, 2.5338, -3.3102], [-0.5412, 0.9774, 2.8099], [1.1082, 1.5586, 1.9917], [2.1831, 1.6315, 3.5465], [0.8217, 3.3692, 1.5478], [1.7314, 0.4893, 0.6593], [1.8473, -1.2950, 1.0145], [0.2261, -1.9788, 1.7671], [3.0735, -1.8044, 2.3554], [2.2767, -2.3586, -0.4770], [3.0376, 1.0642, -0.4738], [3.1235, 2.9139, -0.8074], [4.7990, 0.5385, -0.0436], [2.6844, 0.3291, -2.2130], [3.6604, -0.1250, -3.0990], [3.3029, -0.5908, -4.3532], [1.9638, -0.5698, -4.7120], [1.0479, -0.0968, -3.7881], [1.3844, 0.3234, -2.5700], [-0.8562, 1.8458, 3.3988], [-0.3997, 0.1690, 3.5275], [-2.5614, 0.9556, 2.3845], [1.7863, 2.3305, 4.2884], [3.1883, 1.9708, 3.2802], [2.2877, 0.6564, 4.0263], [0.1523, 3.8285, 2.2821], [0.3836, 3.5043, 0.5594], [1.7596, 3.9264, 1.5813], [0.1538, -1.6922, 2.8161], [0.2039, -3.0718, 1.7499], [-1.1887, -1.6252, -0.0008], [2.8376, -1.3477, 3.3185], [4.0896, -1.5029, 2.0913], [3.0757, -2.8898, 2.4920], [1.5935, -2.2106, -1.3131], [2.2405, -3.4157, -0.1984], [3.2911, -2.1469, -0.8240], [3.4532, 3.4702, 0.0723], [2.1582, 3.3155, -1.1208], [3.8468, 3.0988, -1.6063], [5.0486, 0.9118, 0.9536], [5.5345, 0.9503, -0.7401], [4.9229, -0.5467, -0.0229], [4.6991, -0.1199, -2.7929], [4.0535, -0.9554, -5.0435], [1.6309, -0.9024, -5.6866], [-0.0069, -0.0421, -4.0348], [-0.7271, -5.1030, -3.8751], [-0.5408, -3.6357, -4.2559], [-1.1453, -2.7134, -3.2433], [-0.7889, -2.6647, -2.0130], [-1.4850, -1.7369, -1.2978], [-2.3833, -1.0729, -1.9818], [-3.2130, -0.1621, -1.4549], [-2.4283, -1.5908, -3.6328], [-0.2628, -5.7512, -4.6177], [-1.7854, -5.3585, -3.8104], [-0.2717, -5.3029, -2.9064], [-0.9823, -3.4343, -5.2335], [0.5221, -3.3956, -4.3317], [-2.8858, 0.2113, -0.5552], [-3.6055, 0.5165, -2.0877]]
}

---

{
  "formula": "C7H27B2NO2Zn",
  "method": "ωB97M-V with the def2-TZVPD basis set",
  "e_homo_ev": -9.498,
  "homo_lumo_gap_ev": 9.66,
  "multiplicity": 1,
  "elements": ["Zn", "B", "H", "H", "H", "H", "B", "H", "H", "H", "H", "C", "C", "C", "O", "C", "N", "H", "H", "H", "H", "H", "H", "H", "H", "H", "H", "H", "C", "C", "C", "O", "H", "H", "H", "H", "H", "H", "H", "H"],
  "xyz": [[0.3448, 0.7057, -0.2474], [1.4582, 1.0285, -1.9911], [1.9365, 1.3356, -2.9939], [2.3343, 0.9285, -1.2443], [0.7228, 1.8693, -1.7256], [0.8574, 0.0370, -2.1214], [-0.7932, 2.3171, 0.9305], [-0.5840, 2.4174, -0.1864], [-0.6473, 1.2217, 1.2330], [0.0098, 2.8896, 1.5384], [-1.8479, 2.6870, 1.2269], [1.5094, -2.6394, 2.1065], [1.0869, -1.2621, 1.5978], [2.2821, -0.3155, 1.6218], [1.9262, 0.9324, 1.0437], [2.7645, 2.0172, 1.3859], [0.5352, -1.3054, 0.2396], [0.6921, -3.3595, 2.1402], [1.9266, -2.5710, 3.1116], [2.2650, -3.0250, 1.4148], [0.3900, -0.8629, 2.3413], [3.1337, -0.7415, 1.0737], [2.5968, -0.2083, 2.6630], [2.2634, 2.9745, 1.2705], [3.6966, 2.0402, 0.8202], [2.9813, 1.9516, 2.4560], [1.3362, -1.5689, -0.3420], [-0.1117, -2.0778, 0.1182], [-3.6529, -1.2111, -0.7279], [-2.4134, -0.8915, -1.5622], [-2.7097, -0.2536, -2.9139], [-1.7162, 0.1020, -0.7475], [-3.4767, -1.5956, 0.2741], [-4.2414, -1.9932, -1.2301], [-4.3400, -0.3647, -0.6668], [-1.7185, -1.7287, -1.6286], [-3.2070, -0.9989, -3.5399], [-1.8166, 0.1480, -3.3857], [-3.4250, 0.5649, -2.8053], [-2.3482, 0.8063, -0.5478]]
}

---

{
  "formula": "C3H7N3",
  "method": "ωB97M-V with the def2-TZVPD basis set",
  "total_charge": 2,
  "de_lowest_kj_mol": 139.9,
  "e_homo_ev": -20.667,
  "homo_lumo_gap_ev": 11.22,
  "multiplicity": 1,
  "elements": ["C", "C", "C", "N", "N", "N", "H", "H", "H", "H", "H", "H", "H"],
  "xyz": [[-0.1965, -0.0450, -0.3822], [-0.6062, -1.3647, -2.4366], [0.1817, 2.0593, 2.1100], [-0.4407, -0.8602, -1.2058], [0.4860, 1.6192, 3.2486], [-0.1767, -2.4905, -2.8236], [0.1583, 1.4664, 1.1102], [-1.2305, -0.6732, -3.0621], [0.3279, 3.0770, 1.9642], [0.7936, 0.6751, 3.6135], [0.5008, 2.3460, 4.0285], [-0.2384, -2.7592, -3.8776], [0.4407, -3.0503, -2.2872]]
}

---

{
  "formula": "C2H12N2O3",
  "method": "ωB97M-V with the def2-TZVPD basis set",
  "de_lowest_kj_mol": 66.4,
  "e_homo_ev": -9.444,
  "homo_lumo_gap_ev": 10.13,
  "multiplicity": 1,
  "elements": ["H", "N", "C", "N", "C", "H", "H", "H", "H", "H", "O", "H", "H", "O", "H", "H", "O", "H", "H"],
  "xyz": [[1.3718, -2.6034, 0.4407], [1.0460, -1.8084, -0.0868], [0.4328, -2.2460, -1.1231], [0.0646, -1.4492, -2.1803], [-0.8322, -1.9834, -3.1854], [0.3548, -3.3206, -1.2549], [-0.0177, -0.5064, -1.8297], [-1.4587, -1.2376, -3.6543], [-1.6191, -2.6110, -2.7527], [-0.2856, -2.5727, -3.9137], [0.1712, 3.7354, 3.3258], [1.1216, 3.7349, 3.1912], [-0.1365, 2.8545, 3.0843], [0.3355, 1.5318, -0.2868], [0.9760, 2.2031, -0.0216], [0.9129, 0.7621, -0.4772], [-0.9598, 0.9443, 2.5510], [-0.4256, 0.8814, 1.7461], [-1.8606, 0.7810, 2.2659]]
}

---

| no. | E_tot (eV) |
| --- | --- |
| 1 | -3172.0261 |
| 2 | -125532.1063 |
| 3 | -63049.9544 |
| 4 | -7674.5384 |
| 5 | -11391.0609 |